[1]
Below is a cluster of 2 separate species, C4H12N2O2 in total in a non-equilibrium geometry, with properties calculated with ωB97M-V/def2-TZVPD.

Each line ends with the Löwdin charge.
Atoms and positions in Å:
N  1.6627  0.3404  -1.8701  -0.061
C  1.1270  -1.0502  -1.5023  -0.293
C  0.6713  -1.0448  -0.0645  -0.281
N  -0.8094  -1.0159  0.1636  -0.100
C  -1.0214  -0.9348  1.5679  -0.328
C  -0.8448  0.3987  2.3507  -0.550
O  -0.8559  1.5111  1.9414  -0.155
H  1.4076  0.5607  -2.9447  0.100
H  1.2133  1.0475  -1.2535  0.029
H  2.0252  -1.6725  -1.6091  0.076
H  0.4011  -1.4941  -2.2579  0.108
H  1.3149  -0.3463  0.5114  0.106
H  0.7714  -2.0940  0.3847  0.117
H  -1.1886  -0.1674  -0.2489  0.087
H  -2.0388  -1.2477  1.5443  0.057
H  -0.3308  -1.6522  2.1311  0.106
H  -0.8426  0.4010  3.4940  0.054
H  -1.5221  2.9038  -1.2037  -0.014
H  -0.5336  2.7254  -0.0751  0.034
O  -0.6064  2.8311  -1.0593  -0.093

Properties
- HOMO level (alpha / beta) (eV) = 0.8 / -3.6
- orbital gap (alpha / beta) (Ha) = 0.1146 / 0.2738
- energy relative to the best compared isomer or geometry (same formula, charge and spin) (eV) = 3.212
- molar mass (g mol⁻¹) = 120.2
- 2S+1 = 2
- charge = -1



[2]
Below is a structure of composition C4H12N2O2 in a non-equilibrium geometry, with properties calculated with ωB97M-V/def2-TZVPD.

Each line ends with the Löwdin charge.
Atoms and positions in Å:
C  1.2051  -2.0323  0.1872  -0.430
C  1.1770  -1.8736  1.6982  -0.088
O  0.0575  -2.2687  -0.3927  -0.141
H  -0.7895  -1.3730  -0.2255  0.079
H  2.0290  -2.6594  -0.1761  0.110
H  1.6294  -0.7563  -0.2009  0.097
H  2.1602  -1.6172  2.0894  0.070
H  0.4528  -1.1073  1.9765  0.070
H  0.8539  -2.8165  2.1410  0.078
C  -2.2178  1.8195  -0.5066  0.008
N  0.0893  0.9652  -0.6402  -0.028
C  -1.1967  0.7252  -0.4739  -0.452
N  0.5082  2.2685  -1.0088  0.024
O  -1.5815  -0.4291  -0.0977  0.037
H  0.9793  0.1100  -0.4419  0.141
H  1.2907  2.5294  -0.4143  0.086
H  0.8488  2.2391  -1.9671  0.089
H  -2.5083  2.0702  0.5114  0.095
H  -1.8857  2.7219  -1.0086  0.064
H  -3.1019  1.4843  -1.0491  0.090

Properties
- HOMO level (eV) = -8.9
- orbital gap (Ha) = 0.3523
- energy relative to the best compared isomer or geometry (same formula, charge and spin) (eV) = 4.022
- molar mass (g mol⁻¹) = 120.2



What is the molar mass in the first record? 120.2 g mol⁻¹



Among the records above, which one has the lowest energy relative to the best compared isomer or geometry (same formula, charge and spin)? number 1



What is the energy relative to the best compared isomer or geometry (same formula, charge and spin) in the first record? 3.212 eV



Copy entry 1 word for word.
Below is a cluster of 2 separate species, C4H12N2O2 in total in a non-equilibrium geometry, with properties calculated with ωB97M-V/def2-TZVPD.

Each line ends with the Löwdin charge.
Atoms and positions in Å:
N  1.6627  0.3404  -1.8701  -0.061
C  1.1270  -1.0502  -1.5023  -0.293
C  0.6713  -1.0448  -0.0645  -0.281
N  -0.8094  -1.0159  0.1636  -0.100
C  -1.0214  -0.9348  1.5679  -0.328
C  -0.8448  0.3987  2.3507  -0.550
O  -0.8559  1.5111  1.9414  -0.155
H  1.4076  0.5607  -2.9447  0.100
H  1.2133  1.0475  -1.2535  0.029
H  2.0252  -1.6725  -1.6091  0.076
H  0.4011  -1.4941  -2.2579  0.108
H  1.3149  -0.3463  0.5114  0.106
H  0.7714  -2.0940  0.3847  0.117
H  -1.1886  -0.1674  -0.2489  0.087
H  -2.0388  -1.2477  1.5443  0.057
H  -0.3308  -1.6522  2.1311  0.106
H  -0.8426  0.4010  3.4940  0.054
H  -1.5221  2.9038  -1.2037  -0.014
H  -0.5336  2.7254  -0.0751  0.034
O  -0.6064  2.8311  -1.0593  -0.093

Properties
- HOMO level (alpha / beta) (eV) = 0.8 / -3.6
- orbital gap (alpha / beta) (Ha) = 0.1146 / 0.2738
- energy relative to the best compared isomer or geometry (same formula, charge and spin) (eV) = 3.212
- molar mass (g mol⁻¹) = 120.2
- 2S+1 = 2
- charge = -1